The following is a DFT calculation (ωB97M-V/def2-TZVPD) of the molecule C19H18N4O2S.

Last column: Löwdin charge in e.
Geometry (Å):
S1 0.47 -3.91 -1.60  1.0826
O1 1.59 3.03 0.50  0.1200
O2 2.44 3.19 2.57  0.1368
N1 3.36 -1.27 0.27  0.1715
N2 1.92 0.48 0.32  0.0884
N3 2.75 -3.38 -0.38  0.0421
N4 -2.97 2.98 1.11  0.0663
C1 -2.00 -2.57 -2.44  -0.2195
C2 -2.25 1.51 2.46  -0.0435
C3 -0.56 -2.45 -1.80  -0.3809
C4 2.18 0.35 2.79  -0.0072
C5 1.22 -1.55 -0.57  -0.1305
C6 2.54 1.09 1.47  -0.2560
C7 -0.13 -1.37 -1.04  -0.1738
C8 1.56 -2.90 -0.67  -0.5206
C9 2.28 2.57 1.57  -0.5023
C10 2.17 -0.82 0.02  -0.3536
C11 -1.88 2.11 -1.12  0.0011
C12 -1.85 1.13 1.10  -0.1735
C13 3.61 -2.62 0.10  -0.1929
C14 -2.95 2.62 2.40  -0.1258
C15 -0.74 -0.06 -0.75  -0.1857
C16 -1.15 1.01 -1.66  0.0053
C17 -1.85 -2.65 -3.93  -0.1100
C18 -1.16 0.01 0.61  0.0397
C19 -2.29 2.11 0.24  -0.1798
H1 -1.38 -3.56 -4.24  0.0641
H2 -2.57 -1.74 -2.08  0.1057
H3 3.09 0.18 3.38  0.0788
H4 -3.31 3.29 3.22  0.1436
H5 1.15 0.92 -0.15  0.1070
H6 1.67 -0.55 2.54  0.0562
H7 1.56 0.97 3.52  0.1024
H8 -2.83 -2.70 -4.42  0.0788
H9 -2.19 1.02 3.40  0.0952
H10 -0.99 0.91 -2.68  0.0862
H11 -2.24 2.84 -1.88  0.1116
H12 1.38 3.92 0.73  0.1088
H13 4.59 -3.04 0.06  0.1059
H14 3.65 1.09 1.22  0.1656
H15 -0.78 -0.66 1.46  0.1545
H16 -2.40 -3.42 -2.07  0.0606
H17 -1.28 -1.85 -4.36  0.0706
H18 -3.45 3.73 0.77  0.1065

## Properties
E_tot = -1502.47905 a.u.
SMILES = CCc1sc2ncnc(N[C@H](C)C(=O)O)c2c1-c1ccc2[nH]ccc2c1
Frontier orbital gap = 0.318 Eh
Energy above the lowest of the compared OMol25 structures with the same formula, charge and spin = 3.187 eV
Highest occupied orbital energy = -8.080 eV
Total charge = 0
Max |F| = 0.1107 Eh/bohr
LUMO = 0.562 eV

The following is a DFT calculation (ωB97M-V/def2-TZVPD) of a structure of composition C19H18N4O7Ru.

Last column: Löwdin charge in e.
Geometry (Å):
Ru1 -0.19 -0.04 0.90  1.2889
O1 -0.13 -0.51 -1.12  -0.1513
O2 -2.35 -2.04 -1.72  0.0829
O3 -2.38 4.02 -4.74  0.1043
O4 0.62 1.76 0.10  -0.0667
O5 -2.02 -2.23 -3.85  0.1398
O6 -3.34 2.30 -5.61  0.1080
O7 0.77 3.42 -1.22  0.1621
N1 0.32 2.33 -0.97  -0.2674
N2 -2.62 2.84 -4.80  -0.3520
N3 1.76 -0.74 0.88  -0.0095
N4 -2.02 -1.61 -2.81  -0.3355
C1 0.63 -0.50 4.16  -0.0123
C2 -0.95 0.89 2.74  -0.1083
C3 2.86 -0.11 1.26  -0.3030
C4 -1.67 -0.18 -2.87  -0.0503
C5 -2.25 0.61 -3.82  0.1124
C6 -0.57 1.71 -1.92  -0.0556
C7 -0.75 0.30 -1.90  -0.2624
C8 -1.15 2.54 -2.87  0.1036
C9 -0.43 -0.35 3.10  -0.3311
C10 4.01 -0.92 0.97  0.0446
C11 2.16 -2.00 0.35  -0.2311
C12 -1.95 1.01 1.73  -0.1173
C13 3.55 -2.11 0.39  0.0014
C14 -1.98 1.97 -3.80  -0.1114
C15 -2.39 -0.12 1.05  -0.1178
C16 2.89 1.23 1.90  -0.0105
C17 1.19 -3.02 -0.10  -0.0038
C18 -0.87 -1.49 2.38  -0.1098
C19 -1.83 -1.39 1.36  -0.1226
H1 -2.09 -2.25 0.77  0.1240
H2 -0.58 1.79 3.22  0.1372
H3 -2.91 0.19 -4.57  0.1496
H4 0.38 -1.33 4.82  0.0994
H5 0.44 -2.61 -0.77  0.0649
H6 -3.09 -0.03 0.22  0.1313
H7 1.60 -0.72 3.71  0.0804
H8 1.72 -3.83 -0.61  0.0977
H9 3.02 2.02 1.16  0.0993
H10 3.74 1.28 2.59  0.1000
H11 -2.30 1.99 1.44  0.1343
H12 1.98 1.43 2.45  0.0619
H13 0.72 0.40 4.75  0.0949
H14 5.04 -0.65 1.17  0.1207
H15 -0.42 -2.45 2.58  0.1316
H16 4.13 -2.94 0.05  0.1213
H17 0.67 -3.47 0.76  0.0895
H18 -0.96 3.60 -2.88  0.1438

## Properties
Multiplicity = 2
E_tot = -1574.91564 a.u.
Frontier orbital gap (spin up / spin down) = 0.289 / 0.260 Eh
Energy above the lowest of the compared OMol25 structures with the same formula, charge and spin = 0.041 eV
⟨S²⟩ = 0.763
Highest occupied orbital energy (spin up / spin down) = -12.251 / -12.344 eV
Total charge = +1
Max |F| = 0.0350 Eh/bohr
LUMO (spin up / spin down) = -4.393 / -5.257 eV